1.
Computed, not measured: a molecular structure, C10H18O2Sb, with ωB97M-V/def2-TZVPD.

As for the LUMO energy: 2.930 eV. Its net charge is -1.

CARTESIAN COORDINATES (ANGSTROEM)
H1 -5.38 1.69 0.44
H2 4.68 0.51 1.00
C1 -4.91 0.02 -0.83
H3 -5.91 -0.02 -1.26
H4 2.69 -0.52 2.04
C2 -2.35 0.14 0.28
H5 5.10 1.45 -1.98
H6 3.60 -0.31 -2.98
C3 -3.34 1.04 0.67
H7 -3.10 1.80 1.41
C4 -2.66 -0.81 -0.68
C5 2.21 -0.88 -0.54
C6 1.32 -0.15 0.44
H8 5.04 -0.85 -0.98
H9 2.61 1.64 -1.61
H10 1.16 0.15 2.61
H11 2.71 -1.73 -0.06
H12 1.49 0.93 0.34
O1 4.15 1.17 0.53
C7 1.61 -0.54 1.89
H13 -4.17 -1.61 -2.00
H14 -1.05 -0.33 1.89
O2 -0.05 -0.41 0.08
C8 -4.61 0.98 0.13
H15 1.25 -1.55 2.08
C9 -0.99 0.19 0.93
Sb1 3.83 0.40 -1.37
H16 -0.73 1.24 1.14
H17 -1.89 -1.50 -1.01
H18 1.62 -1.27 -1.37
C10 -3.93 -0.87 -1.24

2.
Computed, not measured: 4 unconnected molecules or ions with the total composition C10H19BClO17PS3, with ωB97M-V/def2-TZVPD.

As for the LUMO energy: 0.202 eV. The SMILES is O=C1OC[C@@H](B(O)O)[C@@H]1P(O)Cl.O=S1(=O)OCCO1.O=S1(=O)OCCO1.O=S1(=O)OCCO1.

CARTESIAN COORDINATES (ANGSTROEM)
O1 -2.87 7.09 0.05
H1 0.44 -0.95 2.17
O2 2.07 2.65 -0.49
O3 -2.62 6.13 -2.22
H2 3.53 -7.00 -2.20
O4 -4.77 -2.19 2.39
O5 2.43 2.66 1.97
O6 0.87 0.99 1.00
O7 2.43 -5.45 -1.35
C1 -1.41 5.64 -2.79
O8 -0.67 7.09 -1.10
C2 -0.35 5.84 -1.71
H3 4.64 -6.51 -0.08
O9 2.58 -2.99 -1.06
C3 -1.39 -2.56 0.72
H4 3.86 -5.36 -2.81
C4 0.49 3.92 2.39
O10 4.38 -4.49 -0.24
C5 3.64 -5.95 -1.92
B1 -0.77 -1.07 0.54
H5 -0.83 -3.54 -1.17
H6 0.42 -4.02 0.16
O11 -2.47 8.59 -1.93
S1 2.78 -4.22 -0.35
O12 -0.72 -0.33 -0.71
O13 2.18 -4.49 0.93
H7 2.50 4.71 2.11
H8 -1.18 6.23 -3.68
H9 -2.94 -2.93 -0.89
H10 -5.65 -1.74 2.56
Cl1 -5.95 -2.29 -0.48
C6 4.70 -5.74 -0.85
H11 -0.02 3.25 3.09
H12 5.70 -5.72 -1.26
H13 -1.52 4.59 -3.07
O14 0.29 3.41 1.07
C7 -2.90 -2.88 0.28
H14 0.66 5.86 -2.12
H15 -1.18 -2.83 1.83
S2 -2.27 7.36 -1.22
P1 -4.31 -1.73 0.80
O15 -0.24 -0.40 1.71
C8 2.00 3.87 2.60
O16 -1.64 -4.90 0.31
H16 0.09 4.93 2.48
H17 -0.42 5.06 -0.95
S3 1.43 2.30 0.75
C9 -2.93 -4.43 0.80
O17 -3.80 -5.04 1.48
H18 2.27 3.86 3.66
H19 0.16 -0.48 -1.14
C10 -0.70 -3.82 -0.04

3.
Computed, not measured: 2 unconnected molecules or ions with the total composition C10H19BIN3O3P, with ωB97M-V/def2-TZVPD.

As for the LUMO energy: -4.760 eV. Its net charge is +1.

CARTESIAN COORDINATES (ANGSTROEM)
O1 1.42 2.14 -0.77
C1 4.04 -0.17 0.85
C2 0.08 -2.49 0.02
N1 1.40 -0.94 -1.13
H1 4.04 -0.80 -0.03
C3 0.79 -2.10 -1.09
C4 3.45 1.22 0.54
P1 0.46 0.72 2.46
O2 -0.78 0.54 3.22
H2 -4.76 1.18 -1.79
N2 -2.06 0.83 -1.34
H3 3.49 -0.66 1.64
C5 -0.84 -2.21 2.28
I1 0.95 -3.29 -2.78
H4 4.13 1.81 -0.07
H5 3.30 1.70 1.51
H6 -1.14 2.12 -2.70
H7 -5.01 -0.55 -2.07
H8 -1.86 2.91 -1.29
H9 1.64 0.56 3.20
N3 1.27 -0.19 -0.05
H10 1.88 2.97 -0.55
O3 -2.99 -1.12 -0.72
H11 5.07 -0.09 1.18
C6 -4.30 0.26 -2.16
H12 -1.90 -2.08 2.12
C7 -1.99 2.11 -2.02
C8 0.59 -0.48 1.05
H13 -0.40 -3.46 -0.01
B1 2.03 1.15 -0.14
H14 -0.50 -1.77 3.20
H15 -2.89 2.30 -2.59
H16 0.51 2.02 1.91
H17 -4.04 0.39 -3.21
H18 -1.28 0.55 -0.77
C9 -0.06 -1.72 1.11
H19 -0.66 -3.28 2.36
C10 -3.08 -0.08 -1.35

4.
Computed, not measured: a gas-phase ion, C10H19ClN4O3P (charge +1), with ωB97M-V/def2-TZVPD.

As for the LUMO energy: -6.120 eV. Its net charge is +1. The SMILES is C=Cn1c(Cl)nn[n+]1CCCP(=O)(OCC)OCC.

CARTESIAN COORDINATES (ANGSTROEM)
H1 -2.65 -0.25 1.01
H2 -0.71 3.06 -1.38
H3 0.70 0.91 -1.72
H4 -4.16 0.92 1.24
H5 -0.08 4.89 0.74
H6 -4.47 -1.36 2.44
H7 -1.42 -1.26 -0.53
H8 0.44 0.46 0.15
N1 3.47 0.38 -1.20
C1 3.29 -2.81 0.94
H9 4.19 -3.97 2.69
H10 4.99 -4.43 0.82
C2 -1.13 -0.42 -1.33
N2 2.91 -0.79 -0.68
C3 -1.00 3.04 -0.23
Cl1 6.46 -1.10 1.25
H11 1.12 -2.18 -0.70
C4 0.41 0.04 -0.96
H12 -1.21 -0.87 -2.43
H13 -5.77 -1.34 1.01
C5 -3.78 -0.06 0.70
C6 -1.18 4.57 0.40
O1 -3.95 0.19 -0.76
P1 -2.43 0.99 -1.19
C7 4.94 -0.69 0.25
C8 -4.62 -1.36 1.26
C9 1.51 -1.17 -1.17
O2 -2.65 1.63 -2.62
C10 4.24 -3.82 1.50
H14 1.62 -1.33 -2.34
N3 3.68 -1.53 0.22
H15 2.15 -3.02 1.07
N4 4.75 0.52 -0.68
H16 -1.59 5.31 -0.41
H17 -4.07 -2.34 0.89
O3 -2.12 2.14 0.09
H18 -0.05 2.59 0.32
H19 -1.85 4.46 1.35

5.
Computed, not measured: 2 unconnected molecules or ions with the total composition C10H19ClOSi, with ωB97M-V/def2-TZVPD.

As for the LUMO energy (spin up / spin down): 0.286 / -0.011 eV.

CARTESIAN COORDINATES (ANGSTROEM)
H1 2.09 3.19 1.25
H2 -0.35 -2.87 -2.91
H3 0.79 4.49 -0.42
H4 -2.78 -2.73 -0.87
O1 0.15 0.23 -2.22
H5 -2.84 -4.16 -1.88
H6 0.14 -5.69 -0.61
C1 -2.29 -3.67 -1.07
C2 -0.07 4.33 0.21
C3 0.30 -2.22 -0.36
C4 0.26 1.25 1.09
C5 -0.58 0.11 -1.09
H7 -0.52 3.38 -0.05
H8 0.25 -5.72 -2.36
C6 1.35 3.27 2.05
H9 0.03 -2.14 0.69
H10 0.77 5.33 1.90
C7 -0.18 0.71 0.10
C8 0.33 4.36 1.68
H11 -0.79 5.12 0.01
C9 0.72 1.89 2.30
Cl1 1.97 -1.85 -0.59
H12 1.51 -4.96 -1.42
Si1 -0.47 -3.43 -1.55
H13 -2.39 -4.30 -0.19
H14 1.87 3.57 2.96
C10 0.44 -5.11 -1.48
H15 -1.60 -0.17 -1.25
H16 1.09 0.30 -1.99
H17 -0.12 1.99 2.99
H18 -0.55 4.25 2.31
H19 1.47 1.24 2.77

6.
Computed, not measured: a molecular structure, C10H19HfNSi, with ωB97M-V/def2-TZVPD.

As for the LUMO energy (spin up / spin down): -0.540 / -0.541 eV.

CARTESIAN COORDINATES (ANGSTROEM)
H1 -3.56 1.52 0.30
Hf1 1.36 0.89 -0.29
H2 1.27 -0.02 -3.18
H3 -1.55 -2.22 0.10
H4 -1.63 -0.94 2.95
H5 2.99 -0.77 -2.02
H6 2.85 -1.21 2.33
C1 0.73 0.69 -2.53
H7 -2.17 2.60 0.21
C2 1.38 1.94 -2.20
H8 4.25 -0.16 0.30
C3 2.56 -0.84 -1.02
H9 -2.54 1.49 -1.12
C4 2.52 -1.18 1.29
H10 -2.05 -1.17 -1.25
N1 0.01 0.71 1.38
H11 2.45 2.07 -2.38
C5 3.26 -0.59 0.22
C6 1.29 -1.64 0.78
Si1 -1.58 0.23 0.88
H12 -3.13 -1.47 0.09
H13 -1.80 0.84 3.17
H14 0.45 0.62 2.31
H15 0.82 2.89 -2.18
C7 1.25 -1.35 -0.63
C8 -2.07 -1.29 -0.15
C9 -2.15 -0.04 2.61
C10 -2.51 1.59 -0.02
H16 0.50 -2.13 1.36
H17 -0.37 0.60 -2.68
H18 -3.23 -0.13 2.64
H19 0.40 -1.54 -1.27

7.
Computed, not measured: 2 unconnected molecules or ions with the total composition C10H19N2, with ωB97M-V/def2-TZVPD.

As for the LUMO energy: -4.491 eV. Its net charge is +1.

CARTESIAN COORDINATES (ANGSTROEM)
H1 -0.79 -0.21 -1.70
N1 1.52 -2.06 1.12
H2 -0.04 -1.99 -2.72
H3 1.54 -1.94 -1.74
H4 -1.30 -2.04 0.78
H5 2.14 0.51 -1.48
H6 -1.98 -0.57 0.12
C1 1.61 -0.13 2.46
C2 -1.22 -0.97 0.86
H7 2.27 -2.50 1.47
H8 1.67 1.74 3.42
C3 -0.24 1.16 0.69
C4 1.20 1.12 2.67
H9 2.52 -0.51 3.01
H10 0.05 2.76 1.98
H11 -3.16 2.78 -0.87
H12 0.59 1.61 -1.89
H13 -2.31 2.35 -2.14
C5 1.08 -0.87 1.31
C6 0.22 1.69 1.90
H14 -0.21 -2.51 -1.00
H15 -1.50 -0.67 1.96
H16 1.10 -2.54 0.26
H17 -3.86 1.52 -1.55
C7 0.43 -1.78 -1.70
N2 -2.88 1.95 -1.37
C8 0.03 -0.29 0.38
H18 1.07 0.32 -3.00
H19 -0.85 1.78 -0.11
C9 0.18 -0.34 -1.21
C10 1.12 0.64 -1.91

8.
Computed, not measured: 2 unconnected molecules or ions with the total composition C10H19N2O3P, with ωB97M-V/def2-TZVPD.

As for the LUMO energy: -1.239 eV.

CARTESIAN COORDINATES (ANGSTROEM)
N1 2.47 -1.12 2.31
H1 2.67 -2.07 2.00
O1 0.00 -1.86 -2.14
H2 -1.41 -3.15 -4.02
H3 -2.52 -0.52 -0.57
C1 3.19 -0.73 0.00
N2 -0.02 1.11 1.84
H4 0.97 0.73 -0.85
H5 0.02 0.74 2.78
C2 2.68 -0.30 1.36
O2 -0.50 -0.21 -3.60
C3 1.13 1.70 1.15
H6 2.50 1.29 2.70
H7 -2.33 -1.70 -4.43
H8 3.28 1.72 1.19
H9 1.01 2.55 -0.86
H10 -1.03 2.82 0.03
C4 0.71 1.65 -0.33
O3 -2.59 -0.43 2.93
C5 -0.65 -1.34 -3.08
C6 -1.80 -2.21 -3.63
C7 -1.11 1.11 1.14
H11 1.19 2.76 1.39
H12 4.08 -1.33 0.16
H13 3.44 0.14 -0.59
H14 -2.51 -2.44 -2.83
C8 2.46 1.15 1.62
H15 2.45 -1.36 -0.50
H16 -4.20 -0.33 -0.07
P1 -2.78 0.55 1.61
C9 -0.83 1.75 -0.17
H17 -2.05 0.02 3.58
H18 -1.47 1.53 -1.01
H19 -3.24 -1.63 0.63
C10 -3.20 -0.60 0.27

9.
Computed, not measured: 2 unconnected molecules or ions with the total composition C10H19N2P, with ωB97M-V/def2-TZVPD.

As for the LUMO energy: 0.279 eV.

CARTESIAN COORDINATES (ANGSTROEM)
H1 -0.80 1.39 5.10
H2 -1.24 2.45 3.63
H3 -1.37 0.68 3.66
H4 -1.20 -1.68 -3.04
H5 1.63 0.25 1.83
H6 0.71 -0.20 -1.64
C1 -1.33 -0.01 -0.57
C2 -0.06 1.54 0.89
H7 1.72 1.07 -1.06
H8 -1.03 1.74 1.40
N1 0.83 -3.96 -2.35
H9 1.40 0.99 4.09
H10 1.09 2.36 3.23
C3 0.65 1.33 3.34
H11 0.06 -0.22 2.10
N2 -0.34 0.82 -0.40
H12 0.47 3.00 -2.31
C4 0.58 0.68 1.95
C5 0.52 1.89 -2.55
C6 -0.12 -3.53 -3.08
H13 0.39 2.47 0.51
P1 -0.34 -2.29 -0.71
H14 -2.01 -3.13 -2.31
C7 -0.78 1.43 4.06
C8 -1.13 -2.51 -2.42
H15 1.29 1.79 -3.28
C9 0.91 -3.30 -1.16
H16 -0.38 1.64 -3.19
H17 -0.48 -3.99 -4.03
C10 0.68 0.88 -1.39
H18 1.75 -3.70 -0.59
H19 -2.06 0.13 0.29

10.
Computed, not measured: C10H19N3O5 in the gas phase, with ωB97M-V/def2-TZVPD.

As for the LUMO energy: 0.098 eV. The SMILES is NCCCC[C@H](N)C(=O)N[C@@H](CC(=O)O)C(=O)O.

CARTESIAN COORDINATES (ANGSTROEM)
H1 -3.61 -0.66 1.21
O1 -1.17 2.45 -0.66
H2 4.41 -0.12 -2.04
H3 1.72 0.05 -1.17
C1 4.62 0.09 -0.90
N1 0.50 -1.46 1.88
H4 -4.34 0.95 1.03
H5 1.57 0.85 1.72
H6 4.63 -1.73 -0.07
C2 -3.88 0.10 0.43
H7 -3.43 1.04 -1.29
H8 -0.16 -2.18 2.11
N2 5.29 -1.11 -0.41
H9 5.52 0.81 -0.78
C3 3.44 0.87 -0.14
C4 1.09 0.59 0.79
C5 -2.70 0.68 -0.37
H10 3.52 1.10 0.89
C6 -0.11 -0.39 1.05
H11 1.21 -1.87 1.37
N3 -1.47 -0.10 -0.92
H12 5.70 -0.83 0.49
O2 -5.09 -2.04 0.38
O3 -2.63 2.64 1.01
C7 -0.55 -0.94 -0.20
H13 -0.92 0.03 1.59
O4 -0.09 -1.83 -0.85
H14 3.30 1.88 -0.70
H15 0.63 1.49 0.39
H16 -6.20 -1.18 -1.64
H17 2.28 -1.01 0.02
H18 -1.60 -0.38 -1.83
C8 -4.97 -0.92 -0.15
C9 2.18 0.07 -0.20
C10 -2.08 1.97 0.17
O5 -5.51 -0.48 -1.32
H19 -1.10 1.56 -0.89

11.
Computed, not measured: a molecular structure, C10H19NOPtSi, with ωB97M-V/def2-TZVPD.

The spin multiplicity is 3. As for the LUMO energy (spin up / spin down): 5.461 / 5.398 eV. Its net charge is -2. The expectation value of S² is 2.065.

CARTESIAN COORDINATES (ANGSTROEM)
C1 1.53 0.93 -3.02
H1 -2.22 -1.05 -1.53
O1 -0.88 0.20 0.51
C2 -1.99 -0.18 -2.17
H2 0.79 -2.03 -1.57
H3 -0.99 -2.80 1.17
H4 -2.92 -0.62 2.77
C3 -1.99 -0.16 3.16
Si1 -0.55 -0.45 1.94
C4 1.03 0.30 2.67
Pt1 0.22 1.05 -1.06
H5 -2.19 0.91 3.28
H6 -1.60 1.99 -2.34
N1 1.18 2.46 0.03
C5 -0.24 -2.32 1.82
C6 2.34 0.96 -1.82
C7 1.17 -1.06 -1.85
C8 2.12 -0.27 -1.09
H7 0.13 2.66 0.16
H8 0.20 -0.67 -3.84
H9 2.58 -0.56 -0.16
H10 1.04 1.40 2.54
H11 1.93 -0.10 2.18
H12 -0.32 -2.76 2.84
H13 1.08 0.06 3.75
H14 1.47 1.70 -3.78
H15 -1.70 -0.40 -3.20
C9 -1.78 1.09 -1.68
H16 -2.27 1.39 -0.72
H17 0.76 -2.53 1.42
C10 0.86 -0.34 -3.05
H18 2.99 1.78 -1.53
H19 -1.77 -0.60 4.15

12.
Computed, not measured: 2 unconnected molecules or ions with the total composition C10H19P, with ωB97M-V/def2-TZVPD.

As for the LUMO energy: 0.555 eV. The SMILES is C=C=PC(C)(C)C.C=C(C)C.

CARTESIAN COORDINATES (ANGSTROEM)
C1 1.28 1.61 0.60
H1 -0.81 -1.19 3.41
C2 -1.04 -3.00 -0.64
H2 0.48 -1.98 2.26
H3 -1.15 -3.92 -0.10
H4 -0.87 2.89 -1.29
H5 -0.60 -1.09 -2.46
C3 1.31 -3.51 -0.81
C4 0.36 -1.55 -2.13
H6 1.98 -3.74 -1.81
C5 -0.80 -0.51 1.53
C6 -0.44 2.45 2.24
H7 0.22 3.82 -0.12
H8 0.14 3.33 2.09
H9 0.72 -1.92 -3.11
H10 -1.51 2.80 2.34
H11 -0.10 1.79 3.08
H12 -1.45 3.77 0.17
P1 -1.24 0.42 0.24
H13 0.76 -0.66 -1.71
C7 -0.57 3.11 -0.20
C8 0.13 -2.65 -1.12
H14 2.02 -2.87 -0.22
H15 1.95 2.28 0.96
H16 -1.93 -2.39 -0.62
H17 1.38 1.25 -0.45
C9 -0.35 -1.38 2.40
C10 -0.22 1.95 0.78
H18 1.26 0.74 1.15
H19 0.96 -4.47 -0.30

| no. | electronic energy (eV) |
| --- | --- |
| 1 | -21291.6395 |
| 2 | -100475.5181 |
| 3 | -39351.7244 |
| 4 | -44574.6157 |
| 5 | -33122.0606 |
| 6 | -21350.1636 |
| 7 | -13649.8039 |
| 8 | -29087.9827 |
| 9 | -22941.4526 |
| 10 | -25383.2469 |
| 11 | -25333.2855 |
| 12 | -19962.3982 |